DFT (ωB97M-V with the def2-TZVPD basis set) results for C25H24LaN10O6S as an isolated structure.

Element x y z (Å)
La1 0.27 -0.42 0.00
O1 4.39 4.35 -1.36
C1 3.61 3.46 -1.17
C2 2.29 3.57 -0.38
O2 1.92 4.53 0.27
C3 1.66 2.27 -0.53
C4 2.44 1.38 -1.25
O3 2.11 0.14 -1.40
C5 3.67 2.03 -1.73
O4 4.57 1.54 -2.37
O5 0.52 1.87 0.01
N1 3.56 -3.70 -0.74
C6 4.12 -3.40 0.47
C7 3.24 -2.57 1.09
N2 2.15 -2.36 0.28
C8 2.37 -3.05 -0.82
C9 1.45 -3.07 -1.94
N3 0.32 -2.38 -1.97
C10 -0.25 -2.66 -3.19
C11 0.52 -3.53 -3.88
N4 1.60 -3.79 -3.07
H1 4.00 -4.26 -1.46
H2 5.08 -3.78 0.77
H3 3.32 -2.10 2.06
H4 -1.18 -2.21 -3.50
H5 0.43 -3.98 -4.85
H6 2.38 -4.39 -3.32
C12 2.99 2.43 3.20
N5 1.56 2.63 3.06
C13 0.94 3.86 3.00
C14 -0.36 3.64 2.78
N6 -0.55 2.26 2.70
C15 0.66 1.64 2.86
S1 1.13 -0.02 2.86
C16 -1.80 1.68 2.41
C17 -2.98 2.36 2.72
C18 -4.18 1.77 2.37
C19 -4.19 0.51 1.78
C20 -2.97 -0.09 1.57
N7 -1.79 0.49 1.83
H7 3.46 3.41 3.19
H8 3.36 1.85 2.35
H9 3.21 1.91 4.13
H10 1.50 4.77 3.05
H11 -1.16 4.33 2.60
H12 -2.96 3.31 3.23
H13 -5.11 2.29 2.58
H14 -5.10 0.00 1.53
H15 -2.89 -1.10 1.18
C21 -0.77 -3.86 1.26
O6 -0.80 -2.45 1.46
H16 -1.58 -4.35 1.81
H17 0.19 -4.28 1.57
H18 -0.90 -4.03 0.19
H19 -0.62 -2.20 2.38
N8 -4.68 -1.10 -3.37
C22 -3.77 -0.20 -2.90
C23 -2.82 -0.55 -1.92
N9 -1.91 0.32 -1.52
C24 -1.92 1.55 -2.04
C25 -2.86 1.88 -3.00
N10 -3.77 1.02 -3.44
H20 -4.85 -1.96 -2.89
H21 -5.40 -0.74 -3.98
H22 -2.80 -1.54 -1.49
H23 -1.17 2.25 -1.69
H24 -2.88 2.87 -3.44

Results
**Energy**: -2395.8814 a.u.
**Charge**: +1
**HOMO-LUMO gap**: 7.089 eV
**Highest occupied orbital energy**: -9.68 eV
**Relative energy (zero: lowest compared OMol25 entry of this formula, charge and spin)**: 0.000 eV

DFT (ωB97M-V with the def2-TZVPD basis set) results for a 2-piece molecular cluster, C2H5NO overall at a distorted geometry.

Element x y z (Å)
C1 -1.04 -1.19 0.04
C2 1.42 0.92 0.00
N1 -0.96 0.07 -0.14
O1 -1.66 1.07 -0.03
H1 -2.04 -1.70 0.24
H2 -0.24 -1.88 -0.02
H3 1.20 1.98 0.21
H4 1.26 0.06 0.64
H5 2.06 0.68 -0.94

Results
**Energy**: -208.9965 a.u.
**HOMO-LUMO gap (alpha / beta)**: 9.809 / 8.163 eV
**Highest occupied orbital energy (alpha / beta)**: -9.46 / -8.63 eV
**Relative energy (zero: lowest compared OMol25 entry of this formula, charge and spin)**: 6.146 eV

DFT (ωB97M-V with the def2-TZVPD basis set) results for C21H24N4O2PSTi as an isolated structure.

Element x y z (Å)
Ti1 1.40 1.42 -0.57
N1 1.96 1.65 -2.95
C1 3.46 1.73 -2.83
C2 3.48 1.51 -1.34
O1 3.29 2.49 -0.57
O2 3.07 0.36 -0.95
H1 1.70 0.78 -3.42
H2 1.60 2.41 -3.51
H3 3.81 2.72 -3.11
H4 3.96 0.95 -3.40
N2 1.52 1.33 1.60
C3 1.12 0.12 2.33
C4 1.42 0.00 3.67
C5 1.11 -1.18 4.34
C6 0.51 -2.23 3.66
C7 0.20 -2.10 2.32
C8 0.49 -0.92 1.64
P1 0.04 -0.67 -0.09
C9 -1.73 -0.26 -0.10
C10 -2.31 0.17 -1.30
C11 -3.65 0.50 -1.35
C12 -4.43 0.42 -0.20
C13 -3.87 0.00 1.00
C14 -2.52 -0.35 1.05
C15 0.22 -2.25 -0.93
C16 1.51 -2.69 -1.26
C17 1.68 -3.92 -1.86
C18 0.58 -4.72 -2.15
C19 -0.70 -4.28 -1.83
C20 -0.88 -3.05 -1.23
H5 1.14 2.16 2.07
H6 2.53 1.43 1.70
H7 1.92 0.80 4.20
H8 1.35 -1.28 5.39
H9 0.29 -3.15 4.18
H10 -0.26 -2.93 1.79
H11 -1.71 0.23 -2.20
H12 -4.09 0.83 -2.28
H13 -5.48 0.68 -0.24
H14 -4.48 -0.08 1.89
H15 -2.10 -0.68 1.99
H16 2.37 -2.07 -1.03
H17 2.68 -4.27 -2.10
H18 0.72 -5.68 -2.62
H19 -1.55 -4.90 -2.06
H20 -1.89 -2.72 -0.98
N3 -0.76 5.05 0.60
C21 -0.95 3.81 0.18
N4 -1.82 3.01 0.77
S1 -0.04 3.28 -1.21
H21 -1.34 5.47 1.31
H22 -0.10 5.64 0.12
H23 -2.41 3.34 1.52
H24 -2.04 2.11 0.36

Results
**Energy**: -2772.7801 a.u.
**Expectation value of S²**: 0.754
**Charge**: +2
**HOMO-LUMO gap (alpha / beta)**: 7.629 / 7.917 eV
**Highest occupied orbital energy (alpha / beta)**: -14.39 / -14.37 eV
**Relative energy (zero: lowest compared OMol25 entry of this formula, charge and spin)**: 0.062 eV
**Spin multiplicity**: 2

DFT (ωB97M-V with the def2-TZVPD basis set) results for an isolated ion of composition C3H8N5 and charge +1 at a distorted geometry.

Element x y z (Å)
C1 1.21 -1.21 -0.44
C2 -1.13 0.08 -0.05
C3 -0.97 -1.33 0.34
N1 0.20 -1.91 -0.35
N2 1.30 0.15 -0.01
N3 -0.07 0.86 -0.13
N4 -2.31 0.66 -0.18
N5 2.38 0.89 0.15
H1 2.19 -1.64 -0.87
H2 -0.68 -1.23 1.45
H3 -1.73 -1.95 0.34
H4 -0.03 1.82 -0.39
H5 -3.29 0.30 0.06
H6 -2.27 1.67 -0.53
H7 2.47 1.33 1.12
H8 2.74 1.50 -0.52

Results
**Energy**: -392.5466 a.u.
**Charge**: +1
**HOMO-LUMO gap**: 10.116 eV
**Highest occupied orbital energy**: -13.53 eV
**Relative energy (zero: lowest compared OMol25 entry of this formula, charge and spin)**: 2.743 eV

DFT (ωB97M-V with the def2-TZVPD basis set) results for C14H40Li2N7O9 as an isolated structure at a distorted geometry.

Element x y z (Å)
Li1 4.22 -2.24 1.33
Li2 3.69 0.16 3.29
C1 0.96 -0.33 0.02
C2 2.07 -1.11 0.63
O1 2.89 -0.46 1.39
O2 2.24 -2.34 0.45
H1 0.76 0.59 0.56
H2 0.03 -0.87 -0.10
H3 1.32 0.06 -0.94
C3 0.56 1.35 -4.28
O3 1.11 2.17 -3.57
N1 0.34 1.55 -5.62
N2 0.06 0.18 -3.75
H4 -0.21 0.89 -6.13
H5 0.56 2.45 -6.00
H6 -0.28 -0.56 -4.33
H7 0.27 0.05 -2.78
C4 4.48 -0.67 -3.51
O4 5.29 -0.21 -2.72
N3 4.70 -0.69 -4.87
N4 3.29 -1.23 -3.12
H8 3.89 -0.69 -5.46
H9 5.54 -0.23 -5.17
H10 3.09 -1.50 -2.18
H11 2.65 -1.58 -3.82
C5 2.11 -5.18 -2.52
O5 2.66 -5.69 -3.46
N5 0.83 -5.52 -2.12
N6 2.67 -4.15 -1.79
H12 0.42 -5.17 -1.28
H13 0.33 -6.12 -2.75
H14 3.63 -3.89 -1.84
H15 2.11 -3.68 -1.09
C6 -2.00 1.39 0.56
C7 -1.97 2.17 1.87
C8 -2.27 3.65 1.64
C9 -3.78 3.93 1.62
C10 -4.46 3.48 2.87
C11 -4.24 1.97 3.11
N7 -2.80 1.72 2.99
O6 -2.57 0.34 3.29
C12 -4.63 1.65 4.54
C13 -5.07 1.13 2.12
C14 -0.51 2.07 2.36
H16 -1.21 1.77 -0.10
H17 -2.87 1.45 -0.10
H18 -1.76 0.34 0.75
H19 -1.72 4.31 2.31
H20 -2.00 3.94 0.62
H21 -4.21 3.43 0.75
H22 -3.92 4.99 1.42
H23 -5.54 3.67 2.82
H24 -4.13 4.01 3.77
H25 -4.40 0.62 4.82
H26 -4.08 2.28 5.24
H27 -5.71 1.77 4.70
H28 -4.59 1.02 1.15
H29 -5.13 0.10 2.50
H30 -6.11 1.45 2.10
H31 -0.39 2.60 3.31
H32 0.14 2.54 1.62
H33 -0.20 1.03 2.50
H34 -1.65 0.32 3.57
O7 4.41 -4.27 0.98
H35 3.56 -4.72 0.99
H36 4.98 -4.81 0.42
O8 -0.05 -3.67 1.78
H37 -0.27 -3.45 2.69
H38 0.67 -3.09 1.53
O9 4.10 1.56 -0.44
H39 3.56 0.91 0.03
H40 4.53 1.07 -1.15

Results
**Energy**: -1632.9162 a.u.
**Charge**: +1
**HOMO-LUMO gap**: 5.130 eV
**Highest occupied orbital energy**: -10.13 eV

- What is the formula in the fourth record?
  C3H8N5

- Which of these has the lowest energy?
  C21H24N4O2PSTi